A cluster of 11 separate species, C23H68F3N16O13S in total in a non-equilibrium geometry, computed with wB97M-V/def2-TZVPD.

```
124
Properties=species:S:1:pos:R:3:forces:R:3
C 0.82535 -0.74158 -0.64424 -0.9644 0.3221 1.2131
F 0.99133 -1.84645 0.06844 0.1525 -0.0458 -0.0779
F 2.00283 -0.17677 -0.86508 0.0139 0.2124 -0.0218
F 0.26940 -1.06440 -1.81050 0.0183 0.0823 -0.3537
S -0.39301 0.39287 0.30358 -0.7329 0.4538 -0.4967
O 0.25017 0.86446 1.51153 0.4396 -0.1379 -0.0038
O -0.64652 1.49838 -0.62315 0.1423 -1.1510 0.1165
O -1.55711 -0.43975 0.59062 0.8834 0.5005 -0.8811
C 5.05641 -3.64507 0.16202 -0.4759 0.0352 0.3353
O 5.72725 -3.38620 -0.83092 -0.3308 -0.3702 0.3756
N 3.70419 -3.69195 0.22072 -0.8962 0.2561 -1.1191
N 5.59974 -3.99390 1.36533 1.3005 -0.0030 -0.9007
H 3.22376 -3.49119 -0.64060 -0.0459 0.1935 0.1517
H 3.17226 -3.57925 1.07060 0.0767 -0.0167 0.0527
H 6.60135 -4.02249 1.25700 -0.0233 0.0715 1.0174
H 5.07496 -3.95518 2.21546 0.2581 -0.0626 0.1638
C -4.22231 1.64064 -2.96354 1.3155 -1.1602 1.0698
O -4.33333 0.42088 -2.78037 -0.6428 0.6478 -0.6180
N -4.52280 2.31133 -4.09123 -0.4399 0.3005 -0.3039
N -3.60822 2.38715 -2.00996 -0.2344 0.2385 0.6579
H -4.55125 3.31036 -3.98989 -0.0900 0.0415 -0.5112
H -5.08211 1.85954 -4.79218 -0.0311 0.0450 0.0715
H -3.22823 1.90238 -1.21435 0.0279 -0.0774 -0.0673
H -3.42932 3.37269 -2.04779 0.0014 -0.0346 -0.3435
C 2.90432 -1.33056 3.00150 -2.9241 1.0153 -0.2998
O 2.01804 -2.18475 2.95911 1.4021 -0.2776 0.1358
N 2.66996 -0.04180 2.59634 1.0022 -0.0520 -0.1054
N 4.16054 -1.45116 3.47981 1.5498 -0.5889 0.3185
H 3.40301 0.62359 2.81251 -0.6419 0.2253 0.0630
H 1.74814 0.33772 2.43460 -0.0326 -0.5786 -0.0751
H 4.50204 -2.21794 4.02765 -0.3932 -0.1695 -0.1066
H 4.74846 -0.64155 3.43057 0.1217 -0.0745 0.1107
C -5.71932 -0.93173 0.45837 -0.5610 -0.3240 1.1522
O -5.87979 -1.56435 1.50458 0.2986 0.2577 -0.5423
N -6.76477 -0.61436 -0.36028 0.3293 0.2219 -0.3408
N -4.55443 -0.42188 0.02185 1.1957 0.2332 0.1414
H -7.68425 -0.92818 -0.12120 0.0164 -0.0784 -0.2321
H -6.48627 -0.22507 -1.24518 -0.7388 -0.0426 -0.1998
H -3.70572 -0.52708 0.55479 -0.2007 -0.2329 0.1386
H -4.43839 0.02466 -0.87799 -0.2373 -0.2935 -0.1508
C -0.61663 3.53077 -3.40484 0.0089 -1.0115 -1.1943
O -0.80179 4.34206 -4.30376 0.0477 0.2341 0.3219
N -0.17245 2.24972 -3.67410 0.2047 -0.1456 -0.0552
N -0.83634 3.73116 -2.09283 -0.1168 0.1766 0.9986
H 0.08414 1.97732 -4.60431 -0.1573 0.3901 -0.1302
H -0.12443 1.51595 -2.98851 -0.0926 0.2424 0.2985
H -1.31679 4.56228 -1.79823 0.1418 0.0989 -0.1875
H -0.82197 2.91773 -1.46935 0.0546 0.6825 -0.2401
C -1.48810 0.12979 4.55853 -0.9110 -1.2075 1.7381
O -1.84397 -0.29432 5.67077 0.3526 0.5346 -0.7445
N -1.49770 -0.62477 3.45097 0.3010 0.1939 -1.1031
N -1.09618 1.40791 4.35540 0.2998 0.7244 -0.2141
H -1.87174 -1.55477 3.45980 0.1232 -0.0220 0.2023
H -1.14191 -0.24309 2.57424 -0.3781 -0.5974 0.7439
H -0.80915 1.67921 3.43498 0.1244 0.2266 0.0061
H -1.01374 2.03551 5.13130 -0.0144 -0.1098 0.0090
C 0.90604 7.23706 4.95030 1.2944 1.2348 -0.4185
C -0.23822 6.79148 4.05527 -0.1071 0.5208 0.2286
C 0.30047 5.74405 3.07824 0.2304 -1.3742 0.6006
O -0.79274 5.05160 2.53542 -1.1068 0.7078 0.1312
C -0.54202 3.97921 1.68094 1.2758 0.1460 -0.5904
N -1.32912 6.36329 4.93134 0.3708 -1.1001 -0.0936
H 1.48278 6.46054 5.45917 -0.3125 -0.4942 -0.3608
H 0.73786 7.96264 5.74823 -0.9345 -0.0180 -0.1800
H 1.61456 7.77458 4.30841 0.2528 -0.2184 0.0189
H -0.62781 7.61657 3.45246 0.1602 0.2087 0.1482
H 0.93376 5.06194 3.67010 -0.1711 -0.3421 0.1245
H 1.00798 6.07651 2.30953 -0.3493 0.6397 -0.1905
H -1.41184 3.69438 1.09088 -0.3079 0.0720 0.4943
H -0.13437 3.12434 2.21984 -0.0622 -0.1026 -0.0623
H 0.20910 4.28240 0.93819 0.1038 -0.1538 -0.0148
H -0.88333 5.66464 5.52757 -0.2811 0.1110 0.3784
H -1.99186 5.79049 4.41231 -0.0640 0.2767 -0.2368
C -1.60537 -3.80940 -1.20584 -1.7631 0.3795 0.6372
C -2.64372 -3.95003 -0.07040 1.2264 -0.1482 -0.9539
C -2.97598 -5.43667 0.11960 -0.2010 0.7367 0.6982
O -1.83612 -6.25125 0.28968 -0.1303 -0.1914 -0.4190
C -2.18126 -7.50899 0.86888 -0.0836 1.3874 -0.1629
N -2.12358 -3.25028 1.10529 -1.3305 -0.5295 0.3287
H -1.53500 -2.74725 -1.44140 0.2785 -0.0187 -0.0371
H -2.14199 -4.27790 -2.03321 0.9227 -0.2946 -0.4317
H -0.65287 -4.21741 -0.88184 -0.0027 -0.2315 -0.3910
H -3.57637 -3.51709 -0.45569 -0.1275 0.1280 0.1496
H -3.59298 -5.74934 -0.73123 0.2350 -0.1834 -0.2840
H -3.65893 -5.51787 0.97653 0.1515 -0.1130 0.2975
H -2.45169 -7.25262 1.89695 -0.0083 -0.7446 0.2286
H -1.31468 -8.15915 0.78642 -0.0374 -0.0364 0.1815
H -3.04531 -7.93452 0.35049 0.0199 -0.2233 0.0217
H -2.02175 -2.26354 0.87084 0.2361 -0.3459 -0.0831
H -2.92749 -3.25600 1.73529 0.3202 0.1127 0.4478
C 0.02353 -4.11340 -3.95348 -0.5697 -0.0043 -0.7274
C 0.96179 -3.65249 -5.07912 0.0826 -0.1607 0.1110
C 0.53661 -4.12561 -6.46825 -0.1210 -0.2219 0.7947
O -0.81494 -3.72375 -6.66640 0.2842 -0.4597 -0.9191
C -1.38937 -4.35368 -7.80662 -0.2913 0.1004 0.4326
N 1.06021 -2.17647 -5.04012 -0.0561 -0.8210 -0.2722
H -0.11988 -5.19325 -3.87528 0.3619 -0.0581 0.0716
H -0.97701 -3.71750 -4.13777 0.0363 0.1526 0.0648
H 0.36906 -3.69706 -3.00968 0.0729 -0.2219 0.0649
H 1.90515 -4.17567 -4.89091 0.3994 0.6142 -0.0646
H 0.71982 -5.20832 -6.43951 -0.8175 -0.2797 -0.1427
H 1.16153 -3.80231 -7.30529 0.1284 0.5965 0.1938
H -1.63769 -5.38475 -7.54584 0.0759 -0.1726 -0.2014
H -0.76220 -4.32940 -8.70097 0.3504 -0.0023 0.1405
H -2.31424 -3.84657 -8.07917 -0.0198 0.1399 0.2721
H 0.15038 -1.91308 -5.41427 0.0919 0.4831 0.0627
H 1.02470 -1.93546 -4.05606 0.0847 0.3530 -0.0160
C 5.53594 2.20372 1.40499 -0.2593 -0.2788 0.6351
C 4.58576 3.07059 2.27589 1.3815 -0.1556 -1.0037
C 3.26893 3.44223 1.59250 -0.1031 0.2097 0.6299
O 3.47593 4.10527 0.35857 0.2803 -0.6367 0.3966
C 2.67586 3.67156 -0.75034 0.4408 0.5182 0.8356
N 4.35917 2.26800 3.47164 -0.4348 0.1161 0.7517
H 6.47828 2.11409 1.95214 0.1131 0.0470 -0.1199
H 5.76905 2.44516 0.37121 -0.3405 0.5608 0.0983
H 5.09912 1.20016 1.40178 -0.0102 -0.0682 -0.2023
H 5.10200 3.96846 2.63263 0.0341 0.2917 -0.7223
H 2.75424 4.11540 2.28782 -0.1632 0.1707 -0.0440
H 2.62847 2.55547 1.56406 0.0788 -0.1327 -0.5945
H 3.23603 4.03026 -1.61095 -0.3478 -0.1056 -0.2488
H 1.70661 4.16276 -0.65930 -0.1506 -0.2176 -0.4456
H 2.56978 2.58603 -0.77384 -0.0451 -0.0182 -0.0330
H 5.18814 1.73620 3.70953 0.1632 0.1157 -0.1294
H 4.23546 2.90245 4.25325 -0.3243 -0.2443 0.1424
```
Positions in Å, forces in eV/Å.

Multiplicity: 1
Total charge: -1
E in Eh: -3469.420097
HOMO energy in eV: -6.72
Energy above the lowest of the compared OMol25 structures with the same formula, charge and spin in eV: 1.422

An isolated molecule of C5H10N2O in a non-equilibrium geometry, computed with wB97M-V/def2-TZVPD.

```
18
Properties=species:S:1:pos:R:3:forces:R:3
O -3.54172 -0.62716 -0.39148 5.2734 -2.1895 -2.5199
C -2.83257 0.21749 0.46603 -0.9727 2.1398 3.2710
C -1.37118 0.67950 0.01263 1.2923 -1.8010 0.0746
N -0.47297 -0.61616 -0.21868 2.6510 1.3735 5.4716
C 0.72754 -0.80077 0.53135 -3.6022 -1.7577 -4.0502
N 1.95735 -0.06305 0.70974 -3.5145 -2.7030 2.7658
C 3.06190 -0.51545 -0.19048 -2.2986 -0.2273 -0.7806
C 2.07380 0.70352 -0.35620 3.2254 5.7540 -6.5355
H -2.58076 -1.21636 -0.80768 -4.4112 2.1223 1.6480
H -2.93062 -0.29978 1.55200 1.1273 1.2521 -2.1082
H -3.43648 1.27532 0.66656 1.3002 -2.5235 -0.8733
H -1.40169 1.05552 -1.03230 -0.3273 0.6393 0.9392
H -0.90455 1.34517 0.83303 -0.8360 -0.7491 -1.6634
H 0.84352 -1.89072 0.55710 0.5995 0.2394 0.4568
H 2.76957 -1.51849 -0.70587 0.7945 2.2298 0.5137
H 4.09546 -0.30915 0.03563 -0.1314 -0.2322 0.7148
H 2.36910 1.86130 -0.24841 0.0648 -2.6978 0.1870
H 1.57431 0.71927 -1.41299 -0.2348 -0.8692 2.4886
```
Positions in Å, forces in eV/Å.

Multiplicity: 1
E in Eh: -381.012302
HOMO energy in eV: -9.01
SMILES: OCC/N=C\N1CC1
Energy above the lowest of the compared OMol25 structures with the same formula, charge and spin in eV: 7.432

energy above the lowest of the compared OMol25 structures with the same formula, charge and spin of number 2 (C5H10N2O)?
7.432 eV

Copy entry 2 word for word.
An isolated molecule of C5H10N2O in a non-equilibrium geometry, computed with wB97M-V/def2-TZVPD.

```
18
Properties=species:S:1:pos:R:3:forces:R:3
O -3.54172 -0.62716 -0.39148 5.2734 -2.1895 -2.5199
C -2.83257 0.21749 0.46603 -0.9727 2.1398 3.2710
C -1.37118 0.67950 0.01263 1.2923 -1.8010 0.0746
N -0.47297 -0.61616 -0.21868 2.6510 1.3735 5.4716
C 0.72754 -0.80077 0.53135 -3.6022 -1.7577 -4.0502
N 1.95735 -0.06305 0.70974 -3.5145 -2.7030 2.7658
C 3.06190 -0.51545 -0.19048 -2.2986 -0.2273 -0.7806
C 2.07380 0.70352 -0.35620 3.2254 5.7540 -6.5355
H -2.58076 -1.21636 -0.80768 -4.4112 2.1223 1.6480
H -2.93062 -0.29978 1.55200 1.1273 1.2521 -2.1082
H -3.43648 1.27532 0.66656 1.3002 -2.5235 -0.8733
H -1.40169 1.05552 -1.03230 -0.3273 0.6393 0.9392
H -0.90455 1.34517 0.83303 -0.8360 -0.7491 -1.6634
H 0.84352 -1.89072 0.55710 0.5995 0.2394 0.4568
H 2.76957 -1.51849 -0.70587 0.7945 2.2298 0.5137
H 4.09546 -0.30915 0.03563 -0.1314 -0.2322 0.7148
H 2.36910 1.86130 -0.24841 0.0648 -2.6978 0.1870
H 1.57431 0.71927 -1.41299 -0.2348 -0.8692 2.4886
```
Positions in Å, forces in eV/Å.

Multiplicity: 1
E in Eh: -381.012302
HOMO energy in eV: -9.01
SMILES: OCC/N=C\N1CC1
Energy above the lowest of the compared OMol25 structures with the same formula, charge and spin in eV: 7.432